(1)
C26H30BFN8O3S2SeTi as an isolated structure, computed with the ωB97M-V functional and the def2-TZVPD basis.

```
73
Properties=species:S:1:pos:R:3:forces:R:3
Ti -0.05833 2.60311 -2.21189 -0.22 -0.29 -0.21
F 0.53351 -0.51996 3.83500 -0.02 0.03 -0.02
C 0.73512 -1.03644 2.60508 -0.03 0.01 -0.01
C 0.55191 -0.25254 1.50534 -0.02 -0.05 -0.06
C 0.70710 -0.81099 0.23193 0.09 0.11 0.17
C 0.54375 0.04547 -0.93339 -0.03 0.38 0.00
O 0.32140 1.27434 -0.73568 -0.19 -0.49 -0.31
C 0.64865 -0.58914 -2.19996 0.00 0.23 -0.04
C 0.97666 -1.91200 -2.24442 0.06 -0.12 0.10
N 1.21737 -2.68627 -1.17287 -0.01 0.08 -0.05
C 1.62380 -4.06391 -1.35273 -0.03 0.03 0.00
C 2.61060 -4.37947 -2.43052 0.00 -0.01 0.00
C 3.03153 -4.44336 -0.99305 0.00 -0.01 0.00
C 1.05862 -2.15614 0.09956 0.01 0.00 -0.02
C 1.27112 -2.93006 1.24735 0.03 -0.03 0.00
C 1.11847 -2.37939 2.50204 -0.01 -0.01 0.01
N 1.34631 -3.19964 3.64987 0.02 -0.11 -0.07
C 0.23202 -4.01690 4.10961 -0.03 0.03 0.03
C 0.81631 -5.30873 4.71456 0.01 0.02 0.00
N 2.27286 -5.06306 4.99774 0.00 0.00 0.02
C 2.46727 -3.76621 5.72620 -0.01 0.01 -0.02
C 2.06562 -2.61808 4.77608 0.04 0.01 0.03
C 0.53121 0.07303 -3.55832 0.03 -0.04 0.06
O 0.54586 -0.61937 -4.54796 -0.07 0.06 -0.11
O 0.45696 1.38151 -3.57989 -0.16 0.21 0.51
H 0.27504 0.78811 1.59816 0.01 0.00 0.02
H 1.07578 -2.37314 -3.21693 0.01 -0.05 0.01
H 0.82801 -4.77446 -1.16409 0.02 -0.02 0.00
H 2.99776 -3.55827 -3.01710 0.00 -0.01 0.00
H 2.46434 -5.30045 -2.97473 0.00 0.00 0.00
H 3.67284 -3.64628 -0.64046 0.00 -0.01 0.01
H 3.19360 -5.41245 -0.54108 0.01 0.01 0.00
H 1.58389 -3.96069 1.15946 0.00 0.01 0.02
H -0.41071 -4.26556 3.26930 0.00 -0.01 0.00
H -0.37974 -3.48957 4.85165 0.00 0.01 0.00
H 0.76271 -6.15165 4.02898 0.01 0.00 -0.01
H 0.34592 -5.58442 5.65572 -0.01 -0.01 0.00
H 2.74988 -4.98387 4.09693 -0.01 0.01 -0.01
H 2.67711 -5.84245 5.51459 0.00 0.00 0.01
H 3.50578 -3.70165 6.04066 0.01 0.00 0.00
H 1.83581 -3.81410 6.61092 0.00 0.00 0.00
H 2.94872 -2.10632 4.39633 0.01 -0.01 0.00
H 1.47371 -1.89555 5.34195 0.01 0.00 0.00
C 0.38965 5.97157 0.27483 -0.02 -0.03 0.01
N -0.96609 5.44026 0.25739 0.02 0.05 -0.01
C -1.79327 5.35565 1.35203 0.03 0.00 0.01
C -2.97284 4.86987 0.90590 -0.02 -0.02 -0.01
N -2.87710 4.66507 -0.44940 -0.11 0.07 -0.05
B -4.20750 4.27939 -1.23594 0.00 -0.03 -0.01
N -3.92096 3.77630 -2.67626 0.05 0.04 0.06
C -4.36725 4.39028 -3.82482 -0.01 -0.02 0.05
C -3.95478 3.65761 -4.88202 0.00 -0.05 -0.01
N -3.24870 2.58763 -4.36882 0.07 0.00 -0.03
C -2.60627 1.53770 -5.14552 -0.02 0.02 0.00
C -3.22875 2.68786 -3.02607 -0.10 0.01 0.00
S -2.39759 1.62571 -1.94877 0.36 0.24 -0.01
C -1.64557 5.00813 -0.83402 0.01 -0.08 -0.05
S -0.94211 4.95033 -2.42591 0.15 -0.13 0.01
H 0.47863 6.64517 1.12338 0.00 0.00 0.01
H 0.57137 6.51885 -0.64571 0.00 0.00 -0.01
H 1.12241 5.17124 0.35304 0.00 -0.01 0.00
H -1.46929 5.65397 2.33294 -0.01 0.00 -0.01
H -3.88690 4.65879 1.43138 0.01 0.01 0.00
H -4.87925 5.27728 -1.33097 0.03 -0.02 0.00
H -4.73862 3.41764 -0.58213 0.01 0.01 -0.03
H -4.94720 5.29401 -3.78285 0.01 -0.01 0.00
H -4.10184 3.78570 -5.93918 0.00 0.00 0.01
H -2.93797 1.62683 -6.17634 -0.01 0.00 0.00
H -2.89080 0.56384 -4.75457 -0.01 -0.01 0.01
H -1.52299 1.62729 -5.10320 0.02 0.01 0.00
Se 2.36226 3.56904 -1.81645 -0.09 -0.09 0.04
C 3.00139 1.93701 -1.24866 0.06 0.07 0.00
N 3.35175 0.89691 -0.88323 0.05 -0.01 -0.03
```
Positions in Å, forces in eV/Å.

Output
Charge: +1
Relative energy (zero: lowest compared OMol25 entry of this formula, charge and spin) in kJ/mol: 0.00
Multiplicity: 2
Kohn-Sham gap (spin up / spin down) in eV: 5.99 / 6.32
⟨S²⟩: 0.755

---

(2)
C26H30BeBr2N3O3S as an isolated structure in a non-equilibrium geometry, computed with the ωB97M-V functional and the def2-TZVPD basis.

```
66
Properties=species:S:1:pos:R:3:forces:R:3
Be -0.53545 -1.91454 0.59794 1.87 -1.58 -0.59
Br -2.69303 -2.76837 0.78979 -0.93 0.53 -1.20
C -3.73809 -1.75112 -0.65646 -0.40 0.44 1.05
Br -4.04563 0.10185 -0.23263 0.35 -0.07 0.16
H -4.75683 -2.13920 -0.66232 0.58 -0.61 -0.03
H -3.22296 -1.76500 -1.60246 0.28 -0.49 0.04
C 0.51643 3.74585 4.26008 -1.05 -0.44 2.03
C -0.48826 2.59214 4.48560 -0.88 0.72 0.02
C -1.96743 3.12955 4.34325 0.60 0.11 -0.55
C -0.30325 2.02320 5.86308 -0.87 0.50 1.68
C -0.32409 1.44440 3.53365 0.44 -1.45 -0.81
C -0.11648 0.10689 3.98811 -0.55 0.61 1.19
C -0.20288 -0.95250 3.13158 0.00 -1.12 -0.98
N -0.30493 -0.82677 1.78453 -0.47 2.25 1.49
C -0.39527 0.46549 1.27326 0.11 -0.90 3.11
C -0.42785 1.56879 2.13905 0.10 0.27 -1.39
C -0.47902 0.46360 -0.16523 -0.47 0.61 -1.30
C -0.52547 1.56919 -1.01036 0.25 -0.11 1.00
C -0.46033 1.42644 -2.38006 0.11 -0.59 -0.43
C -0.40541 0.09097 -2.84343 0.03 0.42 -0.03
C -0.39407 -0.98620 -1.96344 -0.56 1.11 -0.41
N -0.51655 -0.77854 -0.63911 0.56 -0.86 -1.24
C -0.36328 2.67062 -3.28497 -0.27 0.16 0.03
C -1.02942 3.85113 -2.61075 1.23 -0.82 1.49
C 1.09761 3.01686 -3.48876 1.42 1.01 1.28
C -0.94968 2.39945 -4.65461 -1.41 0.68 -1.00
H 0.42649 4.50039 5.10253 0.09 -0.88 -1.08
H 0.31459 4.19434 3.33815 -0.13 0.96 -1.42
H 1.48490 3.31439 4.25937 1.18 -0.07 0.02
H -2.21294 3.79651 5.19021 0.13 -0.29 -0.51
H -2.62951 2.27683 4.33494 -0.41 -0.26 0.33
H -2.17258 3.64040 3.36778 0.48 -0.16 0.83
H -0.52832 2.81048 6.60810 0.32 -0.27 -0.30
H 0.72676 1.68593 6.02935 -0.30 -0.12 0.05
H -1.05720 1.23207 6.08796 0.74 0.40 -0.15
H -0.03874 -0.20856 5.06433 0.01 0.83 -1.36
H -0.23236 -1.97029 3.58692 0.25 0.76 -0.86
H -0.52600 2.54413 1.61708 0.00 -0.57 0.82
H -0.60020 2.54979 -0.57436 0.16 0.04 0.14
H -0.40048 -0.08905 -3.90920 0.22 -0.21 0.07
H -0.31789 -1.98946 -2.36889 -0.06 -0.09 0.42
H -0.53489 4.09367 -1.66835 0.35 0.06 -0.06
H -2.00461 3.64636 -2.30303 -1.97 -0.29 0.06
H -0.96898 4.73667 -3.15282 -0.07 1.36 -1.36
H 1.65684 3.07717 -2.50454 -0.67 0.10 -0.95
H 1.27000 3.99186 -4.02914 -0.46 -1.03 0.50
H 1.57532 2.23179 -4.02547 0.55 -0.59 -0.66
H -2.06703 2.27620 -4.63955 0.99 -0.55 0.18
H -0.41277 1.56784 -5.11636 -0.44 0.01 -0.18
H -0.87332 3.26641 -5.35822 0.49 -0.48 0.76
O 4.29085 -3.70609 -1.04455 -1.34 1.44 -0.82
S 3.45300 -1.90742 -1.33170 1.98 -1.31 -0.07
O 2.93472 -2.00603 -2.69395 -0.31 0.17 1.00
N 2.33822 -2.06014 -0.16919 0.21 0.63 -0.28
C 1.62813 -3.14573 -0.19055 -1.45 -0.55 -1.24
O 0.48049 -3.18586 0.46197 -0.03 0.44 -0.37
C 1.97810 -4.26351 -1.11143 -0.86 -1.14 1.47
C 0.93674 -5.14285 -1.48980 2.33 -0.21 -1.18
C 1.29373 -6.24669 -2.27828 -0.16 0.49 -0.01
C 2.63168 -6.66587 -2.41585 1.01 0.47 -0.71
C 3.69007 -5.87492 -1.92645 -1.01 1.00 0.09
C 3.33320 -4.58050 -1.39871 0.62 -0.87 0.69
H -0.05713 -4.82757 -1.28596 -0.77 -0.13 0.01
H 0.56754 -6.67344 -2.95086 -0.35 -0.58 0.43
H 2.89560 -7.53006 -3.09439 -0.50 0.90 1.11
H 4.75955 -6.14339 -2.01238 -0.87 0.22 -0.04
```
Positions in Å, forces in eV/Å.

Output
Charge: +1
Kohn-Sham gap in eV: 6.02

---

(3)
C26H30Cl5CoFN3O6 as an isolated structure, computed with the ωB97M-V functional and the def2-TZVPD basis.

```
72
Properties=species:S:1:pos:R:3:forces:R:3
Co 0.19840 0.16750 0.14227 -0.01 -0.06 -0.14
C 2.33443 -2.44799 -6.42060 0.00 -0.02 0.03
C 1.80991 -3.53219 -5.49360 -0.03 0.02 0.01
C 2.80824 -4.66988 -5.35338 0.02 0.00 -0.01
C 2.20828 -5.79884 -4.53610 0.02 -0.02 -0.01
C 1.68698 -5.27818 -3.22561 -0.02 0.01 0.04
C 1.55220 -6.11524 -2.14113 0.00 0.02 -0.01
C 1.10518 -5.62482 -0.91804 0.00 0.00 0.02
F 0.99876 -6.49071 0.10291 0.00 0.01 -0.01
C 0.80002 -4.30780 -0.73116 0.02 -0.02 -0.01
C 0.92836 -3.44235 -1.82608 0.02 0.01 0.01
C 0.66170 -2.02370 -1.62667 -0.05 0.03 0.02
O 0.31236 -1.65146 -0.47899 -0.01 -0.08 0.08
C 0.81188 -1.17840 -2.74522 0.04 -0.06 -0.07
C 1.19490 -1.72818 -3.94172 -0.05 0.04 0.11
N 1.47990 -3.01894 -4.13703 0.01 0.00 -0.02
C 1.35921 -3.91668 -3.06995 0.01 -0.01 -0.06
C 0.55109 0.30395 -2.72320 -0.06 -0.03 0.01
O 0.42129 0.88510 -3.79610 0.02 -0.02 -0.05
O 0.48046 0.89359 -1.58472 0.01 0.07 0.02
H 2.65717 -2.92178 -7.34704 0.00 0.00 0.00
H 3.19304 -1.93872 -5.98090 0.01 0.01 0.00
H 1.58271 -1.70654 -6.68208 -0.01 0.01 0.00
H 0.88102 -3.94007 -5.90881 0.01 0.01 0.00
H 3.71607 -4.29091 -4.87515 0.00 0.01 0.00
H 3.08094 -5.01860 -6.34957 0.00 -0.01 0.00
H 2.94954 -6.57564 -4.34576 -0.01 -0.01 -0.01
H 1.39530 -6.26784 -5.09932 0.00 0.01 0.00
H 1.80811 -7.16371 -2.22443 0.00 -0.02 0.00
H 0.48885 -3.91953 0.23117 0.00 0.00 0.00
H 1.26777 -1.05801 -4.78342 0.01 0.00 -0.03
Cl -2.40767 -1.33697 3.65907 0.01 0.02 -0.01
C -0.65788 -1.49530 3.92194 0.01 0.05 0.08
Cl -0.34385 -2.98590 4.80272 0.01 -0.03 0.00
Cl -0.06732 -0.11688 4.87788 -0.03 -0.01 0.01
C 0.08450 -1.47032 2.54042 -0.02 -0.13 -0.23
O 0.83010 -2.38961 2.25775 0.09 -0.02 0.04
O -0.22103 -0.42551 1.89366 -0.10 0.13 0.11
C 0.19476 4.10075 1.32272 -0.08 0.00 0.00
C -0.54329 2.80482 1.00272 -0.08 -0.03 -0.04
C -1.51148 2.43445 2.12321 -0.04 0.06 0.00
O 0.43101 1.83295 0.80484 0.17 0.01 0.05
H -0.51121 4.92464 1.45529 0.02 0.00 0.01
H 0.88423 4.34772 0.51701 0.01 0.01 -0.03
H 0.76864 3.97862 2.24224 0.00 -0.01 0.02
H -1.11144 2.98362 0.06890 0.04 -0.01 0.03
H -0.95312 2.29706 3.04979 0.01 0.01 0.03
H -2.02536 1.49403 1.92260 0.01 0.03 0.00
H -2.25257 3.22531 2.27513 -0.01 0.00 0.00
N -1.68177 0.22060 -0.28658 0.08 -0.12 -0.05
C -2.31114 1.00584 -0.86401 0.13 0.18 0.11
N -3.01797 1.87797 -1.50102 -0.13 -0.10 -0.07
C -2.75811 2.15646 -2.92397 0.04 0.00 -0.02
C -4.08270 2.26049 -3.66020 0.01 0.02 -0.02
C -5.00252 3.27635 -2.98432 0.01 -0.01 0.01
C -5.21100 2.93569 -1.50949 -0.01 0.03 0.02
C -3.87948 2.82657 -0.78322 0.01 0.02 0.01
H -2.10409 1.38009 -3.31748 -0.02 0.02 -0.01
H -2.20494 3.09945 -2.97959 0.00 -0.01 -0.01
H -4.56325 1.27840 -3.67805 0.00 -0.01 0.00
H -3.88666 2.54809 -4.69424 0.00 -0.01 0.00
H -5.96364 3.31402 -3.49805 -0.01 0.01 -0.01
H -4.55898 4.27426 -3.06490 0.00 0.01 0.00
H -5.74621 1.98669 -1.41891 0.00 0.00 0.00
H -5.81564 3.70092 -1.01963 -0.01 -0.01 0.00
H -3.99115 2.47795 0.24218 -0.01 0.01 -0.01
H -3.36974 3.79593 -0.76007 -0.02 -0.01 0.01
Cl 4.04174 -2.05257 -0.84438 -0.02 -0.02 0.03
C 3.20931 -1.55115 0.64014 0.02 0.02 -0.09
Cl 2.63227 0.13177 0.52375 -0.12 -0.07 0.09
H 3.91409 -1.58818 1.46192 0.01 0.00 -0.03
H 2.34491 -2.18195 0.82214 0.02 0.07 0.00
```
Positions in Å, forces in eV/Å.

Output
Relative energy (zero: lowest compared OMol25 entry of this formula, charge and spin) in kJ/mol: 3.43
Kohn-Sham gap (spin up / spin down) in eV: 8.11 / 8.12

---

Table of calculated total energy (a.u.), in record order: -5844.5020, -6959.5806, -5408.1278